{
  "formula": "C5H16N3O2",
  "method": "wB97M-V/def2-TZVPD",
  "de_lowest_kcal_mol": 53.41,
  "homo_energy_ev": -12.26,
  "lumo_energy_ev": -3.466,
  "e_tot_ha": -514.5678,
  "total_charge": 1,
  "orbital_gap_ha": 0.3232,
  "symbols": ["C", "C", "C", "C", "N", "O", "H", "H", "H", "H", "H", "H", "H", "H", "H", "H", "H", "H", "C", "O", "N", "N", "H", "H", "H", "H"],
  "positions_angstrom": [[0.23, -0.27, -0.12], [-1.13, 0.06, -0.81], [-1.25, 1.60, -1.06], [-2.37, -0.37, 0.01], [-3.55, -0.51, -0.93], [-4.67, 0.25, -0.54], [0.79, -0.92, -0.79], [0.78, 0.66, 0.01], [0.13, -0.83, 0.81], [-1.14, -0.43, -1.80], [-1.67, 2.13, -0.21], [-1.96, 1.75, -1.90], [-0.30, 2.01, -1.40], [-2.22, -1.26, 0.63], [-2.64, 0.46, 0.68], [-3.27, -0.18, -1.85], [-3.81, -1.50, -0.97], [-4.59, 1.09, -1.00], [3.72, -0.77, 1.19], [2.87, -1.48, 0.66], [4.63, -1.26, 2.07], [3.83, 0.57, 0.92], [5.33, -0.70, 2.51], [4.58, -2.23, 2.29], [3.18, 0.96, 0.26], [4.52, 1.16, 1.33]],
  "lowdin_charge": [-0.05, -0.37, -0.06, -0.07, 0.04, 0.07, 0.08, 0.07, 0.08, 0.13, 0.09, 0.08, 0.09, 0.14, 0.13, 0.18, 0.20, 0.13, -0.67, 0.01, 0.16, 0.15, 0.10, 0.11, 0.09, 0.10]
}



{
  "formula": "CH4FOPS",
  "method": "wB97M-V/def2-TZVPD",
  "de_lowest_kcal_mol": 14.13,
  "homo_energy_ev": -9.41,
  "lumo_energy_ev": 0.481,
  "e_tot_ha": -955.2081,
  "orbital_gap_ha": 0.3633,
  "symbols": ["C", "P", "O", "F", "S", "H", "H", "H", "H"],
  "positions_angstrom": [[0.35, -0.22, 0.61], [-1.26, 0.28, -0.06], [-0.92, 1.08, -1.39], [-1.26, 1.58, 0.90], [-3.05, -0.62, 0.02], [0.28, -0.35, 1.77], [0.85, -1.25, 0.53], [1.22, 0.46, 0.44], [-1.52, 1.76, -1.52]],
  "lowdin_charge": [-0.22, 0.21, -0.18, -0.25, 0.19, 0.09, 0.07, 0.06, 0.04]
}



{
  "formula": "C16H30F3MoNOP2",
  "method": "wB97M-V/def2-TZVPD",
  "de_lowest_kcal_mol": 10.29,
  "homo_energy_ev": [-5.39, -6.78],
  "spin_multiplicity": 3,
  "lumo_energy_ev": [0.090, -0.131],
  "e_tot_ha": -1808.0235,
  "orbital_gap_ha": [0.2013, 0.2442],
  "symbols": ["Mo", "P", "P", "N", "H", "C", "H", "H", "H", "C", "H", "H", "H", "C", "H", "H", "H", "C", "H", "H", "H", "C", "H", "H", "H", "C", "H", "H", "H", "C", "C", "C", "C", "C", "C", "H", "H", "H", "H", "H", "C", "O", "C", "H", "H", "H", "C", "H", "H", "H", "F", "C", "F", "F"],
  "positions_angstrom": [[-0.08, 0.45, 0.25], [2.75, -0.37, -0.03], [-2.43, -0.04, 0.41], [-0.01, 1.42, -1.22], [1.14, -0.64, -0.27], [3.19, -1.90, -0.88], [4.26, -2.09, -0.78], [2.92, -1.80, -1.93], [2.62, -2.74, -0.45], [3.45, -0.46, 1.64], [4.55, -0.54, 1.55], [3.05, -1.33, 2.18], [3.20, 0.46, 2.19], [3.59, 0.99, -0.89], [4.67, 0.79, -0.86], [3.38, 1.94, -0.38], [3.24, 1.05, -1.93], [-3.16, -1.48, -0.43], [-4.26, -1.45, -0.40], [-2.81, -2.40, 0.07], [-2.83, -1.47, -1.48], [-3.14, -0.13, 2.10], [-4.24, 0.00, 2.07], [-2.71, 0.68, 2.72], [-2.92, -1.10, 2.57], [-3.35, 1.36, -0.33], [-4.42, 1.26, -0.14], [-3.19, 1.37, -1.42], [-2.99, 2.31, 0.09], [0.04, 2.13, -2.36], [0.02, 2.20, -4.78], [0.01, 1.45, -3.61], [0.08, 3.55, -2.30], [0.08, 4.27, -3.48], [0.03, 3.61, -4.72], [0.01, 1.69, -5.74], [-0.04, 0.36, -3.60], [0.10, 4.01, -1.31], [0.10, 5.36, -3.44], [-0.02, 4.19, -5.64], [-1.11, -3.83, 2.90], [-2.26, -4.25, 2.97], [-0.14, -4.30, 1.83], [0.28, -5.27, 2.13], [0.68, -3.58, 1.71], [-0.66, -4.43, 0.88], [-0.51, -2.80, 3.83], [-1.10, -2.75, 4.74], [-0.53, -1.82, 3.34], [0.53, -3.08, 4.07], [0.39, 1.46, 3.11], [0.17, 1.99, 1.83], [-0.89, 2.88, 2.00], [1.29, 2.80, 1.59]],
  "lowdin_charge": [0.85, 0.73, 0.65, -0.23, -0.15, -0.25, 0.05, 0.05, 0.04, -0.26, 0.05, 0.04, 0.05, -0.24, 0.05, 0.05, 0.05, -0.28, 0.05, 0.03, 0.04, -0.26, 0.05, 0.04, 0.03, -0.27, 0.04, 0.04, 0.04, -0.41, -0.11, -0.07, -0.05, -0.11, -0.12, 0.09, 0.10, 0.11, 0.10, 0.09, -0.50, 0.05, -0.03, 0.09, 0.06, 0.08, -0.03, 0.08, 0.07, 0.09, -0.05, -0.58, -0.03, -0.04]
}



{
  "formula": "C12H16HgNO",
  "method": "wB97M-V/def2-TZVPD",
  "de_lowest_kcal_mol": 16.38,
  "homo_energy_ev": [-7.85, -9.54],
  "spin_multiplicity": 2,
  "lumo_energy_ev": [0.368, -1.565],
  "e_tot_ha": -750.1698,
  "orbital_gap_ha": [0.3018, 0.2930],
  "symbols": ["Hg", "C", "C", "O", "C", "C", "H", "H", "H", "H", "H", "H", "H", "H", "H", "H", "C", "C", "C", "C", "C", "C", "C", "C", "N", "H", "H", "H", "H", "H", "H"],
  "positions_angstrom": [[3.24, -1.70, -0.12], [-0.68, 0.21, 1.26], [-0.55, -0.33, 2.73], [0.76, -0.92, 3.08], [1.78, -0.01, 3.26], [3.00, -0.58, 3.95], [-1.71, -0.03, 1.02], [0.07, -0.24, 0.63], [-0.54, 1.26, 1.36], [-1.19, -1.22, 2.78], [-0.76, 0.47, 3.43], [1.35, 0.90, 3.75], [2.13, 0.30, 2.32], [2.74, -0.86, 4.94], [3.83, 0.13, 4.04], [3.48, -1.40, 3.31], [1.42, 0.71, -3.06], [0.13, 0.44, -2.90], [-0.61, -0.42, -3.79], [-1.94, -0.69, -3.65], [-2.66, -0.02, -2.61], [-2.02, 0.88, -1.79], [-0.71, 1.19, -1.93], [-4.03, -0.25, -2.37], [-5.18, -0.30, -2.33], [1.85, 1.46, -2.43], [2.05, 0.08, -3.71], [0.02, -0.88, -4.57], [-2.46, -1.45, -4.23], [-2.57, 1.32, -0.99], [-0.24, 1.98, -1.36]],
  "lowdin_charge": [0.18, -0.07, -0.20, -0.20, -0.37, -0.08, 0.07, 0.05, 0.06, 0.12, 0.10, 0.13, 0.05, 0.06, 0.07, 0.07, 0.05, -0.31, -0.03, -0.02, -0.23, -0.08, -0.01, -0.19, 0.16, 0.06, 0.08, 0.12, 0.12, 0.11, 0.11]
}



{
  "formula": "C60H59CdClN8O3PS2",
  "method": "wB97M-V/def2-TZVPD",
  "de_lowest_kcal_mol": 4.92,
  "homo_energy_ev": -10.01,
  "lumo_energy_ev": -1.586,
  "e_tot_ha": -4751.1516,
  "total_charge": 1,
  "orbital_gap_ha": 0.3097,
  "symbols": ["Cd", "O", "C", "N", "C", "C", "C", "C", "C", "C", "N", "C", "C", "C", "C", "C", "N", "H", "H", "H", "H", "H", "H", "H", "H", "H", "H", "Cl", "C", "C", "C", "C", "C", "C", "P", "C", "C", "C", "C", "C", "C", "C", "C", "C", "C", "C", "C", "H", "H", "H", "H", "H", "H", "H", "H", "H", "H", "H", "H", "H", "H", "O", "S", "C", "C", "C", "C", "C", "C", "C", "C", "C", "C", "C", "C", "H", "H", "H", "H", "H", "H", "H", "H", "H", "H", "C", "N", "C", "C", "S", "N", "C", "C", "H", "H", "H", "H", "H", "H", "H", "H", "H", "H", "H", "H", "C", "C", "C", "C", "C", "N", "C", "O", "N", "C", "C", "C", "C", "N", "C", "C", "C", "H", "H", "H", "H", "H", "H", "H", "H", "H", "H", "H", "H", "H"],
  "positions_angstrom": [[-0.32, -1.00, 1.18], [0.23, -3.38, 4.64], [0.01, -2.55, 3.76], [-0.07, -2.73, 2.44], [0.33, -4.03, 1.96], [1.53, -3.89, 1.04], [2.42, -4.94, 0.84], [3.52, -4.75, 0.04], [3.71, -3.51, -0.55], [2.77, -2.52, -0.32], [1.70, -2.71, 0.45], [-0.13, -1.10, 4.24], [-0.36, -0.85, 5.58], [-0.44, 0.46, 6.02], [-0.27, 1.49, 5.11], [-0.03, 1.16, 3.79], [0.03, -0.10, 3.36], [-0.47, -4.52, 1.41], [0.60, -4.68, 2.80], [2.25, -5.89, 1.35], [4.23, -5.55, -0.12], [4.57, -3.30, -1.18], [2.87, -1.54, -0.77], [-0.45, -1.70, 6.25], [-0.62, 0.67, 7.07], [-0.31, 2.53, 5.41], [0.12, 1.93, 3.04], [-2.08, 1.05, -0.80], [-2.86, 0.02, -1.97], [-3.95, 0.56, -2.64], [-4.60, -0.20, -3.60], [-4.16, -1.49, -3.88], [-3.07, -2.01, -3.20], [-2.41, -1.27, -2.22], [-0.97, -2.02, -1.34], [-1.72, -3.62, -0.87], [-2.56, -3.55, 0.24], [-3.21, -4.67, 0.71], [-3.02, -5.90, 0.09], [-2.19, -5.98, -1.02], [-1.55, -4.85, -1.51], [0.18, -2.24, -2.73], [0.24, -1.23, -3.69], [1.14, -1.30, -4.74], [1.99, -2.39, -4.85], [1.96, -3.39, -3.88], [1.07, -3.31, -2.82], [-4.28, 1.57, -2.42], [-5.44, 0.21, -4.13], [-4.66, -2.08, -4.63], [-2.74, -3.01, -3.42], [-2.69, -2.60, 0.76], [-3.85, -4.60, 1.58], [-3.52, -6.78, 0.46], [-2.05, -6.93, -1.52], [-0.93, -4.94, -2.39], [-0.44, -0.39, -3.63], [1.16, -0.52, -5.48], [2.68, -2.46, -5.68], [2.64, -4.23, -3.95], [1.11, -4.06, -2.05], [-2.48, -0.45, 2.07], [-3.96, -0.31, 1.84], [-4.69, -0.95, 3.33], [-5.92, -1.57, 3.25], [-6.50, -2.07, 4.41], [-5.82, -1.96, 5.62], [-4.57, -1.35, 5.67], [-3.99, -0.84, 4.53], [-4.32, 1.42, 2.06], [-3.34, 2.26, 2.56], [-3.65, 3.59, 2.76], [-4.92, 4.06, 2.46], [-5.88, 3.21, 1.94], [-5.58, 1.87, 1.73], [-6.43, -1.67, 2.29], [-7.46, -2.56, 4.37], [-6.27, -2.36, 6.52], [-4.05, -1.29, 6.62], [-3.02, -0.38, 4.55], [-2.35, 1.87, 2.77], [-2.89, 4.26, 3.14], [-5.16, 5.11, 2.62], [-6.87, 3.58, 1.70], [-6.33, 1.20, 1.32], [2.50, 5.38, 0.44], [1.42, 5.94, -0.35], [1.90, 6.77, -1.46], [0.23, 5.30, -0.39], [0.03, 3.74, 0.21], [-0.81, 6.00, -0.93], [-2.03, 5.34, -1.32], [-0.96, 7.44, -0.74], [3.24, 6.16, 0.61], [2.98, 4.55, -0.08], [2.12, 5.01, 1.39], [2.73, 6.26, -1.94], [2.23, 7.75, -1.11], [1.12, 6.90, -2.20], [-1.84, 4.30, -1.57], [-2.45, 5.85, -2.19], [-2.77, 5.36, -0.51], [-0.13, 7.84, -0.19], [-1.88, 7.62, -0.17], [-1.05, 7.96, -1.69], [6.92, -2.98, -2.55], [6.38, -1.58, -2.70], [7.21, -0.47, -2.62], [6.69, 0.81, -2.74], [5.34, 1.02, -2.96], [4.90, 2.36, -3.04], [3.67, 2.94, -2.93], [3.45, 4.05, -3.38], [2.65, 2.20, -2.33], [2.73, 1.53, -1.10], [3.85, 1.44, -0.29], [3.77, 0.73, 0.90], [2.57, 0.14, 1.25], [1.49, 0.23, 0.48], [1.56, 0.91, -0.66], [4.50, -0.09, -3.07], [5.03, -1.36, -2.93], [8.00, -2.97, -2.40], [6.71, -3.58, -3.43], [6.48, -3.48, -1.69], [8.27, -0.60, -2.45], [7.35, 1.67, -2.65], [5.59, 3.02, -3.37], [1.75, 2.62, -2.51], [4.78, 1.92, -0.57], [4.63, 0.64, 1.55], [2.47, -0.43, 2.17], [0.66, 0.95, -1.26], [3.44, 0.03, -3.27], [4.36, -2.21, -3.01]],
  "lowdin_charge": [1.32, 0.02, -0.52, -0.08, -0.18, -0.25, -0.01, -0.05, -0.05, -0.16, 0.05, -0.20, 0.00, -0.04, -0.05, -0.15, 0.02, 0.10, 0.12, 0.12, 0.11, 0.06, 0.09, 0.12, 0.11, 0.11, 0.10, 0.67, -0.63, -0.10, -0.06, -0.06, -0.07, -0.39, 1.04, -0.38, -0.14, -0.06, -0.07, -0.07, -0.09, -0.35, -0.09, -0.07, -0.08, -0.08, -0.11, 0.11, 0.11, 0.11, 0.11, 0.05, 0.11, 0.11, 0.11, 0.10, 0.10, 0.11, 0.11, 0.11, 0.10, -0.65, 0.99, -0.37, -0.08, -0.07, -0.06, -0.05, -0.05, -0.39, -0.07, -0.06, -0.07, -0.07, -0.08, 0.11, 0.11, 0.11, 0.11, 0.10, 0.08, 0.11, 0.11, 0.11, 0.11, -0.10, -0.21, -0.04, -0.77, 0.65, -0.22, -0.09, -0.05, 0.09, 0.07, 0.06, 0.08, 0.09, 0.09, 0.04, 0.09, 0.09, 0.09, 0.09, 0.09, -0.04, -0.27, -0.03, -0.02, -0.25, 0.14, -0.52, 0.07, 0.15, -0.25, 0.01, -0.02, -0.17, -0.04, -0.16, -0.02, -0.04, 0.08, 0.09, 0.06, 0.12, 0.12, 0.16, 0.14, 0.12, 0.12, 0.10, 0.06, 0.10, 0.09]
}



{
  "formula": "C4H12",
  "method": "wB97M-V/def2-TZVPD",
  "de_lowest_kcal_mol": 4.02,
  "homo_energy_ev": -11.69,
  "lumo_energy_ev": 1.149,
  "e_tot_ha": -159.5786,
  "orbital_gap_ha": 0.4718,
  "symbols": ["C", "C", "H", "H", "H", "H", "H", "H", "C", "C", "H", "H", "H", "H", "H", "H"],
  "positions_angstrom": [[-1.19, 0.75, -2.29], [-0.08, 1.24, -1.36], [-0.81, 0.53, -3.28], [-1.60, -0.17, -1.88], [-1.99, 1.49, -2.33], [-0.51, 1.32, -0.35], [0.36, 2.21, -1.59], [0.74, 0.53, -1.31], [1.16, -0.45, 1.72], [0.12, -1.55, 1.96], [0.84, 0.53, 2.06], [2.06, -0.70, 2.26], [1.42, -0.39, 0.66], [-0.57, -1.24, 2.74], [0.54, -2.48, 2.33], [-0.56, -1.74, 1.13]],
  "lowdin_charge": [-0.17, -0.18, 0.06, 0.06, 0.06, 0.06, 0.06, 0.05, -0.16, -0.17, 0.06, 0.05, 0.04, 0.05, 0.06, 0.06]
}



Repeat the sixth record exactly.
{
  "formula": "C4H12",
  "method": "wB97M-V/def2-TZVPD",
  "de_lowest_kcal_mol": 4.02,
  "homo_energy_ev": -11.69,
  "lumo_energy_ev": 1.149,
  "e_tot_ha": -159.5786,
  "orbital_gap_ha": 0.4718,
  "symbols": ["C", "C", "H", "H", "H", "H", "H", "H", "C", "C", "H", "H", "H", "H", "H", "H"],
  "positions_angstrom": [[-1.19, 0.75, -2.29], [-0.08, 1.24, -1.36], [-0.81, 0.53, -3.28], [-1.60, -0.17, -1.88], [-1.99, 1.49, -2.33], [-0.51, 1.32, -0.35], [0.36, 2.21, -1.59], [0.74, 0.53, -1.31], [1.16, -0.45, 1.72], [0.12, -1.55, 1.96], [0.84, 0.53, 2.06], [2.06, -0.70, 2.26], [1.42, -0.39, 0.66], [-0.57, -1.24, 2.74], [0.54, -2.48, 2.33], [-0.56, -1.74, 1.13]],
  "lowdin_charge": [-0.17, -0.18, 0.06, 0.06, 0.06, 0.06, 0.06, 0.05, -0.16, -0.17, 0.06, 0.05, 0.04, 0.05, 0.06, 0.06]
}



What is the formula in the fifth record?
C60H59CdClN8O3PS2